Record 1
A structure of composition C25H26BBeBrCaClF8NO18PS at a distorted geometry. Source: the OMol25 dataset; level of theory: ωB97M-V/def2-TZVPD.

**Total charge**: -1
**LUMO energy**: -3.39 eV
**Calculated total energy**: -208610.2694 eV
**Kohn-Sham gap**: 1.4 eV
**HOMO energy**: -4.7 eV

Atoms and positions in Å:
Br 2.282 -4.723 -0.283
Ca -4.614 3.846 0.265
Cl -4.367 0.944 -3.621
S 7.105 4.895 2.610
P -3.134 -0.704 -4.297
F -4.307 2.055 -7.601
F 4.502 5.646 2.793
F 5.368 5.948 0.808
F -4.569 4.159 -8.102
F 6.648 -1.912 4.440
F 5.894 -0.974 2.380
F -3.559 2.837 -9.495
F 5.876 7.311 2.442
O -7.124 3.216 -8.663
O 6.706 3.533 2.227
O -7.803 0.492 -3.825
O 7.276 5.060 4.059
O -3.345 -4.369 2.331
O 7.919 -0.179 3.383
O 8.246 5.400 1.833
O 3.059 -1.687 4.167
O -7.540 -1.406 -3.185
O 8.965 1.763 3.886
O 6.442 2.412 5.105
O -6.203 1.337 -9.598
O 0.555 -0.989 0.749
O -6.883 0.204 -1.867
O 5.863 0.350 4.376
O 10.854 0.464 6.074
O -4.282 3.676 -1.916
O -4.065 -1.549 -5.502
N 0.927 -1.013 4.352
C -2.301 -4.203 1.507
C 1.129 -6.445 2.896
C -4.110 -2.835 -2.275
C 0.427 -3.567 1.360
C 2.305 -5.364 2.475
C -7.639 2.586 -7.494
C -6.862 2.925 -6.237
C 5.662 5.988 2.147
C -1.544 -1.506 -1.829
C 6.716 1.372 4.530
C -5.983 2.622 -9.342
C 7.977 1.047 3.920
C 2.586 -0.185 5.969
C -1.384 -2.376 -0.418
C -0.753 -4.649 1.831
C -3.948 -3.709 -0.867
C -2.589 -3.438 0.047
C -0.056 -2.182 0.574
C -2.929 -1.769 -2.685
C -4.604 2.896 -8.620
C -0.194 -0.300 4.916
C 1.994 -3.934 1.698
C 2.225 -1.015 4.770
C -0.449 -6.080 2.571
C -7.381 -0.213 -2.901
B 6.572 -0.700 3.638
Be 2.468 -2.117 -0.194
H 10.197 0.416 6.815
H 0.086 0.297 5.785
H -4.403 2.753 -2.183
H -6.556 3.975 -6.228
H -5.901 3.290 -10.213
H -8.650 2.991 -7.370
H -0.951 -1.034 5.205
H 10.467 0.907 5.276
H 1.331 -7.481 3.432
H -5.963 2.312 -6.151
H 2.028 -0.527 6.845
H -4.775 -4.499 -0.528
H -1.344 -6.790 2.872
H -0.605 0.351 4.141
H 2.377 0.870 5.772
H -7.763 1.505 -7.613
H 11.693 0.906 6.362
H -7.469 2.723 -5.349
H 2.878 -3.195 1.399
H 3.443 -5.603 2.737
H 3.655 -0.291 6.178
H -5.070 -2.984 -2.931
H -5.132 3.919 -1.519
H 0.766 -1.597 3.539
H -3.671 -1.354 -6.420
H -0.696 -0.754 -2.164

Cartesian forces (eV/Å) of the 6 atoms listed first:
1.1 0.4 -2.0
1.0 -0.2 2.6
0.2 -1.2 -0.4
2.3 -1.7 1.0
0.6 -0.5 -1.1
0.1 0.2 -0.5



Record 2
A structure of composition C25H26CdIN4O3S. Source: the OMol25 dataset; level of theory: ωB97M-V/def2-TZVPD.

**Total charge**: +1
**LUMO energy**: -3.34 eV
**Calculated total energy**: -61946.1369 eV
**Kohn-Sham gap**: 7.2 eV
**HOMO energy**: -10.5 eV

Atoms and positions in Å:
I 0.534 -2.177 -1.334
Cd -1.904 -0.338 -0.733
S -1.261 1.692 -1.952
O -3.802 -1.183 -0.577
O -2.684 -4.234 3.799
O 1.594 1.860 1.865
N 1.385 1.457 -2.216
N 0.610 2.157 -0.135
N -6.331 -2.758 1.325
N -1.347 -1.324 1.139
C 2.353 -1.683 1.022
C 1.179 2.153 -4.599
C 3.251 3.448 -0.800
C -3.714 -3.262 3.962
C 1.022 -1.647 0.638
C -5.696 -2.149 0.365
C -3.609 -2.165 1.631
C 2.691 -1.405 2.339
C 3.095 2.403 0.109
C 5.616 3.029 -0.846
C -2.206 -1.981 1.860
C 0.374 -1.045 2.860
C 1.701 -1.082 3.254
C -6.439 -1.790 -0.884
C 4.516 3.762 -1.272
C 0.012 -1.344 1.549
C 0.393 1.754 -1.414
C -5.667 -3.092 2.458
C 1.772 2.097 0.703
C -4.345 -2.837 2.660
C 4.203 1.689 0.560
C 1.251 1.001 -3.607
C 2.433 3.018 -4.606
C 5.460 1.994 0.069
C -4.298 -1.799 0.453
H -6.427 -0.711 -1.045
H 6.601 3.273 -1.219
H 4.646 4.584 -1.963
H 2.392 4.029 -1.115
H 2.326 1.590 -1.867
H 2.356 3.806 -5.354
H 2.125 0.377 -3.803
H 1.020 1.716 -5.587
H 0.364 0.375 -3.668
H 3.119 -1.948 0.306
H 2.592 3.502 -3.640
H 6.323 1.436 0.407
H 3.728 -1.448 2.646
H -1.806 -2.499 2.730
H 0.295 2.756 -4.381
H 4.061 0.906 1.293
H -5.968 -2.243 -1.758
H 1.960 -0.848 4.277
H -3.078 -5.038 3.444
H -6.255 -3.586 3.222
H -0.398 -0.766 3.565
H -0.238 2.273 0.405
H -7.465 -2.135 -0.798
H -3.242 -2.418 4.467
H -4.498 -3.632 4.626
H 3.321 2.426 -4.836

Cartesian forces (eV/Å) of the 6 atoms listed first:
0.0 0.0 0.0
-0.1 0.0 -0.1
0.0 -0.1 0.0
0.0 0.0 0.0
0.0 0.0 0.0
0.0 0.0 0.0